# 1
Molecular formula: C7H22O6
Method: DFT, the ωB97M-V functional and the def2-TZVPD basis

As for the multiplicity: 2. The energy relative to the best compared isomer or geometry (same formula, charge and spin) comes out at 81.63 kJ/mol. For the LUMO energy (spin up / spin down), the calculation gives 0.10144 / 0.10088 Eh. The HOMO energy (spin up / spin down) is -0.2 / -2.8 eV. As for the charge: -1. The calculation puts the frontier orbital gap (spin up / spin down) at 2.9406 / 5.5913 eV.

Atoms and positions in Å:
C  -1.233  -2.425  0.988
C  -2.475  -2.134  1.484
C  0.877  -1.261  0.332
C  -0.383  -1.226  0.838
C  3.955  0.736  -0.814
C  3.065  -0.432  -0.393
C  1.813  -0.196  0.129
H  -0.797  -3.406  0.773
H  -2.771  -1.114  1.695
H  -3.315  -2.733  1.886
H  1.211  -2.240  -0.023
H  -0.916  -0.390  1.273
H  4.900  0.384  -1.240
H  3.497  1.411  -1.570
H  4.333  1.172  0.136
H  3.423  -1.420  -0.643
H  1.408  0.807  0.341
H  1.027  2.762  1.946
H  2.001  1.740  1.808
O  1.716  2.352  2.508
H  -0.548  0.812  4.014
H  0.690  0.828  3.008
O  -0.175  0.434  3.218
H  -1.883  -3.391  -3.144
H  -1.282  -2.222  -2.569
O  -2.159  -2.491  -2.913
H  -2.397  2.219  -0.406
H  -3.180  2.402  -1.683
O  -2.934  2.872  -0.875
H  -2.127  -0.311  -4.608
H  -1.374  -1.520  -4.623
O  -1.171  -0.565  -4.622
H  -1.281  3.527  1.033
H  -0.963  2.123  1.566
O  -0.554  2.896  1.150

=====

# 2
Molecular formula: C7H22O7
Method: DFT, the ωB97M-V functional and the def2-TZVPD basis

The energy relative to the best compared isomer or geometry (same formula, charge and spin) comes out at 326.26 kJ/mol. For the LUMO energy, the calculation gives 0.01679 Eh. Its structure (SMILES) is OCCO.OCCO.OCCO.CO. The HOMO energy is -9.6 eV. The calculation puts the frontier orbital gap at 10.0831 eV.

Atoms and positions in Å:
C  16.927  25.128  23.104
O  17.672  23.980  23.578
H  16.080  25.372  23.746
H  17.562  26.013  23.069
H  16.469  24.943  22.133
H  17.374  23.932  24.490
C  22.177  24.659  23.231
C  21.060  24.736  24.342
O  20.211  25.852  24.221
O  21.811  24.242  21.910
H  22.759  23.856  23.685
H  22.852  25.515  23.248
H  21.512  24.918  25.317
H  20.481  23.821  24.468
H  19.673  25.732  23.434
H  21.577  23.312  21.867
C  14.747  21.901  25.058
C  15.152  21.158  23.768
O  15.635  21.918  22.698
O  15.819  22.672  25.519
H  14.522  21.282  25.927
H  13.794  22.423  24.981
H  14.377  20.466  23.439
H  15.955  20.519  24.135
H  16.458  22.378  22.882
H  15.628  22.890  26.435
C  12.209  25.508  22.876
C  11.998  23.945  22.917
O  12.906  23.150  22.099
O  13.558  25.943  23.104
H  11.433  26.011  23.453
H  11.945  25.882  21.887
H  11.010  23.661  22.556
H  11.859  23.666  23.962
H  13.713  23.006  22.600
H  13.693  26.870  22.894

=====

# 3
Molecular formula: C7H23AgO9P
Method: DFT, the ωB97M-V functional and the def2-TZVPD basis

As for the multiplicity: 3. The energy relative to the best compared isomer or geometry (same formula, charge and spin) comes out at 23.86 kJ/mol. For the LUMO energy (spin up / spin down), the calculation gives 0.09635 / 0.06541 Eh. The HOMO energy (spin up / spin down) is -4.9 / -4.7 eV. As for the charge: -1. The calculation puts the frontier orbital gap (spin up / spin down) at 7.4771 / 6.4437 eV.

Atoms and positions in Å:
Ag  -0.579  0.060  1.009
P  -1.222  2.388  2.459
O  -1.402  3.644  1.603
O  0.057  1.952  1.777
O  -2.137  1.164  2.146
O  -0.975  2.872  3.912
C  2.806  -0.097  -2.127
C  1.636  -0.886  -1.493
C  2.063  -2.276  -1.229
O  1.261  -0.290  -0.294
H  3.688  -0.173  -1.491
H  2.533  0.947  -2.280
H  3.122  -0.557  -3.064
H  0.803  -0.972  -2.191
H  2.368  -2.815  -2.127
H  1.320  -2.906  -0.740
H  2.937  -2.460  -0.604
C  0.843  2.934  -1.872
O  1.347  2.636  -0.567
H  0.093  2.213  -2.196
H  0.381  3.915  -1.976
H  1.625  2.864  -2.628
H  1.376  1.679  -0.490
C  -2.184  0.400  -2.042
O  -1.837  0.825  -0.697
H  -3.116  0.828  -2.410
H  -1.447  0.636  -2.809
H  -2.280  -0.684  -2.102
H  -2.144  1.731  -0.621
C  -3.303  -1.870  0.833
O  -1.874  -1.846  1.090
H  -3.504  -2.228  -0.177
H  -3.836  -2.503  1.542
H  -3.674  -0.846  0.850
H  -1.618  -2.771  1.086
C  1.379  -1.485  3.254
O  0.251  -0.780  2.925
H  1.282  -1.985  4.218
H  1.648  -2.226  2.500
H  2.235  -0.816  3.339
H  0.080  -0.217  3.683

=====

> Among the records above, which one has the highest energy relative to the best compared isomer or geometry (same formula, charge and spin)?

C7H22O7

=====

> Which of these has the lowest energy relative to the best compared isomer or geometry (same formula, charge and spin)?

C7H23AgO9P